(1)
45
Properties=species:S:1:pos:R:3:forces:R:3 method="wB97M-V/def2-TZVPD" orbital_gap_ha="0.2110 / 0.1997" multiplicity=2 lumo_ha="-0.3427 / -0.3424" e_above_lowest_kj_mol=155.0 total_charge=+2
I 1.33993 -1.53522 -3.02471 0.3 1.1 -0.4
I 1.16136 -5.06554 -3.62624 0.0 0.0 0.0
Ti 0.44945 -0.14862 -0.86945 0.0 1.5 0.8
P -1.83774 -0.23391 -1.79102 -1.2 -0.7 0.8
P 2.47972 -0.86570 0.42232 0.5 -1.3 1.1
F 0.36569 2.23565 -0.76025 -0.4 0.1 0.9
F -0.93248 3.76727 0.32044 1.0 -1.4 -0.3
F -0.45240 2.82466 3.50415 0.6 -1.9 -0.9
F 1.29463 1.64321 2.91183 -0.4 0.2 -0.4
F -0.42964 0.55685 3.55039 -0.2 1.7 -1.0
F 1.07248 3.41292 0.97840 -0.9 -1.2 -0.2
O -0.30166 0.38362 0.73173 0.0 1.6 0.2
O -0.19621 -3.34640 -0.64288 1.1 4.6 -0.7
C 3.37160 -2.14863 -0.47906 0.7 -0.1 0.2
C -0.62530 1.65025 1.36517 -0.4 -1.1 2.0
C 0.06723 -2.21615 -0.81622 -1.3 -4.5 1.6
C -0.05293 1.68370 2.85287 1.1 -0.5 1.3
C -2.11628 1.91193 1.72288 -0.9 -0.8 -0.2
C -2.45024 1.44936 -2.06819 0.0 0.7 -1.2
C 3.58587 0.51382 0.78059 0.4 0.8 -0.6
C 2.09309 -1.54262 2.05662 -0.2 -0.6 0.4
C -0.02839 2.78915 0.55267 0.4 2.4 -1.4
C -1.97601 -1.41594 -3.15571 -0.6 0.2 -0.5
C -3.01131 -0.63883 -0.47290 -0.6 -0.9 0.1
H -1.65222 -2.41380 -2.80769 -0.4 0.4 0.0
H 4.32702 -2.40485 0.03742 -0.7 0.1 -0.4
H -3.07577 -1.71921 -0.33037 0.0 0.0 0.1
H 3.54368 -1.77940 -1.49332 0.5 -0.1 0.3
H 3.85952 1.01869 -0.15376 0.1 -0.1 0.1
H -1.23070 -1.13428 -3.91188 -0.6 0.1 0.0
H -2.80883 1.91037 0.86347 0.5 0.1 0.3
H -4.01677 -0.28340 -0.75518 0.4 -0.2 0.0
H -2.99917 -1.44629 -3.58651 0.6 -0.1 0.3
H 3.10904 1.26414 1.41099 -0.2 -0.1 0.0
H 1.59003 -2.51050 1.93848 0.1 0.1 0.0
H -3.55820 1.47858 -2.06919 0.6 -0.3 -0.1
H -2.44911 1.11272 2.44396 0.4 0.8 -0.8
H -2.19855 2.88498 2.24239 0.0 -0.6 -0.5
H -2.12030 2.16720 -1.31620 0.1 -0.3 0.1
H -2.75092 -0.19297 0.48471 0.2 0.0 -0.2
H -2.09558 1.82814 -3.03034 -0.1 0.1 0.0
H 2.99095 -1.72081 2.67572 -0.2 0.2 -0.5
H 2.72141 -3.02927 -0.59826 0.3 0.1 0.3
H 4.52076 0.20837 1.28077 -0.4 -0.3 -0.2
H 1.42326 -0.90326 2.63136 0.1 0.1 -0.2

***

(2)
39
Properties=species:S:1:pos:R:3:forces:R:3 method="wB97M-V/def2-TZVPD" orbital_gap_ha="0.2426 / 0.2368" multiplicity=1 lumo_ha="-0.0523 / -0.0461" e_above_lowest_kj_mol=131.0
Os 0.66301 -0.92718 -0.11173 -1.0 0.6 0.4
Cl 0.47317 -1.02334 4.70475 0.0 0.0 0.0
Cl 2.92961 -1.96768 0.04299 0.5 -0.1 0.2
Cl 5.82419 -1.66525 4.62609 0.0 0.0 0.0
S 1.88363 1.06485 -0.13507 0.2 0.1 -0.4
S -0.79795 2.52276 -0.41981 0.1 0.0 0.1
O 0.69225 -1.39360 1.79016 0.4 0.3 0.3
O 1.65262 3.50544 -0.46074 0.0 0.1 0.0
N -1.08462 -0.82622 -0.23697 -0.1 -0.9 -0.5
C -1.52813 -0.38416 -2.55052 0.0 0.0 -0.1
C 1.09345 4.80207 -0.70224 0.0 -0.1 0.1
C -2.43085 -0.26515 -3.59380 0.0 0.0 0.0
C 1.85106 -1.46470 2.43367 -0.2 -0.2 -0.1
C -3.37261 -0.76139 -0.98800 -0.1 0.0 0.1
C 1.92859 -1.31254 3.82335 0.0 0.0 0.1
C 4.30782 -1.61358 3.78132 0.0 0.0 0.1
C -2.00535 -0.64247 -1.26247 0.2 0.3 0.2
C 0.83698 2.45907 -0.32754 -0.1 0.0 0.0
C -0.05197 -0.24832 -2.71581 0.0 0.2 0.1
C -4.25323 -0.62283 -2.05123 0.0 0.0 -0.1
C 4.28464 -1.79738 2.41189 0.0 -0.1 0.0
C -3.79123 -0.37961 -3.33967 0.0 0.0 0.0
C -3.84471 -1.02303 0.41359 0.0 0.0 0.0
C 3.05602 -1.72784 1.79097 0.0 -0.1 -0.2
C 3.13742 -1.38212 4.48949 0.0 0.0 0.0
H -2.07336 -0.07804 -4.59922 0.0 0.0 0.0
H 0.27910 -0.31538 -3.75083 0.0 -0.1 0.0
H -5.31740 -0.71338 -1.86892 0.0 0.0 0.0
H 5.19018 -1.98088 1.85226 0.0 0.0 0.0
H 0.27755 4.74150 -1.41756 0.0 0.0 0.0
H -4.49972 -0.27678 -4.15189 0.0 0.0 0.0
H -4.93058 -0.96711 0.47293 0.0 0.0 0.0
H 0.28761 0.70611 -2.30814 0.0 0.0 -0.1
H 3.16455 -1.24850 5.56158 0.0 0.0 0.0
H 0.47175 -1.09696 -2.20688 0.1 -0.1 0.1
H -3.52676 -2.01183 0.75042 0.0 0.0 0.0
H 1.91518 5.39763 -1.08823 0.0 0.0 0.0
H -3.41460 -0.30161 1.10866 0.0 0.0 0.0
H 0.72271 5.21940 0.23315 0.0 0.0 0.0

***

(3)
12
Properties=species:S:1:pos:R:3:forces:R:3 method="wB97M-V/def2-TZVPD" orbital_gap_ha=0.3437 multiplicity=1 lumo_ha=0.0149 e_above_lowest_kj_mol=457.3 smiles="C1=NOC[C@H]2S[C@@H]12"
S -1.80586 -0.69363 0.84941 1.2 1.3 -0.1
O 0.04418 1.01082 -1.57740 1.2 -2.2 2.6
N 0.40673 -0.41866 -1.72839 -1.5 -1.7 1.8
C 0.23214 -1.35357 -0.74887 1.0 5.7 -1.8
C 0.15175 1.54051 -0.13314 -2.9 -1.6 -3.3
C 0.03708 -1.04428 0.69782 -1.4 -2.0 -3.4
C -0.19963 0.36844 0.82474 -1.0 1.4 2.8
H 0.24282 -1.93130 1.31997 0.7 1.4 0.5
H 1.17893 1.78422 -0.00993 0.8 0.6 0.4
H 0.32075 -2.33381 -1.07281 0.5 -1.6 -0.8
H -0.00984 0.61540 1.86536 -0.2 0.7 0.0
H -0.59903 2.45587 -0.28676 1.7 -2.1 1.3

***

(4)
7
Properties=species:S:1:pos:R:3:forces:R:3 method="wB97M-V/def2-TZVPD" orbital_gap_ha="0.2367 / 0.2161" multiplicity=1 lumo_ha="-0.2048 / -0.2063" total_charge=+1
Bi 1.12342 -1.13188 2.38140 -1.1 1.2 -1.3
F -1.03911 -1.32717 -0.97535 0.7 0.5 -0.3
O -1.80685 1.09628 0.27374 0.6 -0.5 0.1
O 0.86764 -1.22131 0.16740 1.6 -0.9 0.4
C -0.16423 -0.63640 -0.18831 -2.7 0.4 0.7
C -0.78147 0.45707 0.50975 0.7 -0.8 0.3
Li -3.21408 1.12260 -0.90128 0.2 0.0 0.2

***

(5)
153
Properties=species:S:1:pos:R:3:forces:R:3 method="wB97M-V/def2-TZVPD" orbital_gap_ha="0.3110 / 0.1493" multiplicity=2 lumo_ha="-0.0714 / -0.2330" total_charge=+1
O 4.78462 -1.95833 3.02693 1.3 1.1 0.3
O -0.22789 2.91140 0.50473 -0.2 -1.6 -0.7
O -0.98847 -1.94274 3.97576 1.8 -2.5 1.0
O -0.33539 -3.01521 -7.28514 1.2 -1.6 0.1
O -2.96437 7.45916 -0.03713 0.3 0.9 0.2
O -2.88564 2.84824 2.09390 2.7 0.9 -1.4
O 4.05830 2.07902 6.56121 0.3 1.1 -0.6
O 2.24528 -3.71414 0.24473 -0.2 -0.6 -1.4
N -3.36324 1.92468 4.09012 2.3 1.1 6.7
N -4.34169 1.24335 2.42092 -2.9 -2.7 -3.3
N -1.39420 -2.22479 -6.99935 -0.9 2.4 1.0
N 1.98776 -3.25958 5.02459 -1.7 -0.7 -1.0
N 3.24963 -4.49691 -3.16703 0.5 -1.7 -1.6
N 5.56817 1.13744 3.22595 0.3 -1.1 0.5
N -0.47449 1.72017 -0.12695 3.3 0.0 -1.3
N -4.60322 -1.72429 3.19521 -0.5 1.0 -1.4
N -3.78960 5.38629 1.96826 -0.8 -2.0 -1.2
C -0.94714 -0.83758 -6.55600 -1.5 0.1 0.1
C -2.55776 -2.43947 -7.89944 -0.9 1.7 -1.1
C 4.84783 1.41947 5.56404 1.5 0.6 0.9
C 1.09163 -4.01192 0.94582 -1.7 1.0 0.9
C -2.27651 2.58159 -1.57394 0.4 0.4 0.1
C 4.80365 1.97936 4.13447 -2.5 -0.2 -0.7
C 5.17187 -1.90036 1.67539 0.2 -1.3 -0.1
C -3.39214 6.80440 -1.22125 0.0 -1.0 1.2
C -3.41958 -0.13919 -7.00415 1.0 0.6 0.8
C 0.51677 0.65680 0.29287 0.8 -1.3 -0.1
C 3.27924 -3.83603 -1.92115 -1.0 1.6 0.6
C 2.00438 1.01023 -0.02097 -0.7 1.3 -0.3
C -0.24317 0.08125 -7.57149 -0.2 -0.3 -0.7
C 4.43092 -3.79249 5.17704 -0.4 0.9 -0.7
C -2.22009 -0.12961 -6.08538 0.5 -0.5 0.8
C -1.11479 0.38506 -2.09121 0.3 -1.0 0.4
C -3.76160 -1.57975 -7.44268 -0.3 1.8 0.0
C 0.17475 2.59083 -2.54175 -0.7 0.0 1.3
C -3.50570 -1.92928 4.07376 0.8 -0.3 1.3
C 0.36919 0.42693 1.77275 -1.4 0.7 1.0
C -2.03788 6.85810 0.88646 -1.3 -0.7 0.8
C -3.43167 2.06125 2.83159 -1.2 0.1 -2.2
C -2.18788 -1.97429 3.30780 -0.9 1.5 -1.1
C -2.28887 -2.11173 -9.39992 0.7 -0.1 -0.3
C 0.20931 -0.75053 -0.35676 0.3 1.5 1.7
C 3.32263 1.94199 3.73667 -0.6 -0.2 -0.2
C -0.89096 1.80995 -1.54935 -0.8 0.9 -1.5
C 4.58937 3.38076 6.89183 -0.1 -0.4 -0.1
C -0.70996 -0.93834 4.91696 -0.9 1.0 -0.9
C -2.98231 -3.85083 -7.76248 -0.1 -1.5 0.7
C 3.29630 -2.78089 4.73163 1.7 0.5 0.7
C 2.07066 -4.25088 -1.08440 1.9 -0.7 0.0
C -2.71183 6.27277 2.18806 0.5 1.2 -0.1
C 3.49056 -2.39305 3.23737 -0.3 -1.8 0.6
C -3.76368 -3.21412 4.78735 0.2 -1.4 1.7
C 3.18842 -2.35323 -2.16235 -0.2 0.7 0.8
C -1.69774 5.53434 3.11364 0.1 1.6 -0.3
C -0.08440 -0.98699 -5.31445 1.5 -1.6 -0.4
C 0.00075 -0.70333 -1.81756 -1.3 0.6 -0.3
H -4.74549 -3.26917 5.25758 -0.3 0.3 -0.3
H 1.16907 -3.97715 -1.63241 -0.5 0.8 0.4
H -0.37863 -1.68785 -2.09123 -0.2 0.1 -0.4
H -1.08720 3.06586 0.90388 -1.2 1.0 0.9
H -1.38594 7.67118 1.20579 0.4 -0.3 -0.3
H 2.39120 -4.39478 -3.68931 -0.6 0.0 0.5
H -0.46254 -1.69072 -4.57292 -0.5 -0.1 -0.2
H 4.96425 -2.85183 1.18581 -0.5 -0.3 -0.1
H 0.67704 -0.25756 -8.04742 0.2 -0.5 0.3
H 0.01805 1.02489 -7.09252 -0.1 0.0 0.1
H -3.69086 -4.07152 4.11829 0.0 0.0 -0.2
H 3.14252 2.43300 2.78034 -0.2 0.4 0.1
H 5.08903 0.24981 3.27728 0.4 -0.9 0.6
H 2.16896 2.06854 0.18148 0.1 0.1 0.0
H 3.04775 -1.86478 -1.19812 0.4 0.4 0.1
H 0.18422 -2.68983 -8.02388 0.0 0.5 -0.6
H -2.70513 2.62965 -2.57498 0.3 -0.4 -0.1
H -4.53493 0.41202 2.96097 -0.2 -0.3 -0.6
H -3.04137 2.20799 -0.89312 0.2 -0.7 0.0
H -0.90220 0.28023 -8.41659 -0.2 0.2 0.1
H -2.23293 3.62353 -1.25681 0.7 0.2 -0.1
H -3.28564 -3.96027 -6.72127 0.4 -0.5 0.2
H -4.48531 -1.45701 -8.24846 0.1 -0.4 -0.3
H -4.21088 7.31820 -1.72502 0.0 0.4 0.6
H -3.86143 -4.17063 -8.32192 0.1 0.5 -0.4
H -2.63631 6.65280 -1.99186 0.5 -0.1 0.2
H -2.66796 -2.82205 -10.13466 -0.3 -0.5 0.5
H 0.54516 1.26258 2.45011 0.7 0.2 -0.3
H 0.79885 -1.46842 -5.73421 0.5 -0.2 0.5
H 2.25004 0.82793 -1.06716 0.1 -0.2 0.1
H -3.36495 4.46991 1.96629 -0.5 -0.2 0.3
H 2.80576 -1.63092 2.86546 -0.6 0.0 0.0
H 1.06303 -1.35681 -0.05397 0.0 -0.2 -0.1
H -2.80157 2.58059 4.61396 -0.1 -0.1 0.1
H 3.42373 -3.34678 2.71390 -0.8 0.0 -0.6
H -5.45140 -1.75388 3.74277 -0.2 -0.2 -0.1
H 3.50618 -1.86562 5.28510 0.1 0.4 0.2
H -3.18490 0.62657 -7.74350 -0.3 -0.5 -0.8
H 4.11199 -2.04215 -2.65055 -0.3 0.5 -0.1
H 4.05420 -4.71865 5.61111 -0.1 0.3 0.1
H 0.35362 -0.78869 5.10268 0.1 -0.6 -0.3
H 5.90352 1.53512 5.80947 0.3 -0.4 0.5
H -1.20268 -1.07934 5.87896 -0.2 0.0 0.0
H 1.65959 -3.45251 5.96010 1.0 0.0 0.2
H -2.24597 -2.81309 2.61416 0.5 -0.5 0.3
H -0.70507 0.29767 1.90443 -0.2 -0.6 0.3
H -0.65223 -1.10678 0.20798 -0.2 -0.3 -0.3
H 2.02017 -5.33965 -1.07378 0.1 -0.2 0.4
H 5.15730 3.00834 4.06947 0.2 -0.1 0.3
H -4.12174 5.40250 1.01457 -0.5 0.7 -0.1
H 5.04466 -4.05526 4.31542 -0.1 -0.1 -0.1
H -2.14965 -1.11707 2.63563 -0.6 0.6 -0.3
H 5.45251 1.24929 2.22885 0.0 1.4 -0.2
H -4.47825 1.19622 1.42131 -0.2 -0.2 0.2
H -4.18136 0.33219 -6.38320 -0.6 -0.3 -0.3
H 6.25988 -1.86962 1.61712 -0.1 0.8 0.2
H -0.00197 3.66638 -2.54869 -0.1 0.0 0.4
H -2.03375 0.08528 -1.58747 0.0 -0.6 0.2
H 5.10572 -3.25346 5.84201 -0.1 -0.3 0.2
H -3.14397 -3.46703 5.64764 0.7 0.3 -0.1
H -1.88536 0.86252 -5.78253 -0.3 0.4 -0.2
H 1.22410 2.43552 -2.29108 -0.2 -0.2 0.1
H 2.27765 -2.12045 -2.71408 0.2 0.0 -0.5
H 3.90678 -4.12705 -3.83893 0.6 0.0 0.3
H -3.76986 5.86524 -0.81701 -0.2 -0.6 -1.0
H 0.83965 -5.05701 1.12580 0.5 -0.3 -0.2
H -0.98677 6.28943 3.44901 0.0 -0.1 0.5
H -2.47292 -0.61222 -5.14131 -0.3 -0.3 0.1
H 0.29791 -0.14061 -4.74386 -0.5 0.6 -0.6
H 1.23427 -2.73846 4.59941 0.1 0.1 -0.3
H 3.81010 4.07423 7.20796 -0.3 -0.3 -0.2
H -2.23384 5.07154 3.94220 0.0 0.3 0.1
H 0.95285 -0.60396 -2.33885 -0.2 0.5 -0.2
H -4.11675 1.47548 4.59066 0.3 0.3 -0.1
H -2.68572 -1.17448 -9.79001 0.2 0.4 0.5
H 5.28728 3.32706 7.72738 0.2 -0.3 0.0
H -1.07179 4.75174 2.68490 -0.3 0.0 -0.6
H 0.90393 -0.45692 2.12055 -0.1 0.1 -0.2
H 0.00205 2.27620 -3.57096 -0.2 -0.4 0.2
H -4.62349 -2.50109 2.55002 -0.4 -0.1 -0.3
H -1.54396 5.96458 0.50468 0.6 0.2 -0.8
H 5.09916 3.81590 6.03225 0.0 0.1 0.1
H 4.65495 -1.14109 1.08852 0.1 0.4 0.1
H 2.98140 0.91567 3.60133 0.5 -0.6 -0.2
H 2.62053 2.22520 4.52086 0.2 0.9 0.0
H -3.50306 -1.07680 4.75300 0.2 0.0 0.3
H -2.16416 -4.51850 -8.03254 -0.1 -0.2 0.3
H -1.40178 0.37610 -3.14271 0.3 0.5 0.0
H 1.02056 -3.48479 1.89723 0.7 -0.1 0.3
H -3.21532 7.10067 2.68725 0.8 0.5 0.5
H -4.36874 -1.99673 -6.63919 0.5 -0.5 0.2
H 4.58147 0.37211 5.70612 0.0 -0.1 -0.8
H 2.66349 0.47896 0.66562 -0.2 -0.3 -0.2
H -1.21533 -2.15359 -9.58393 0.2 0.3 -0.1
H -1.05639 -0.05034 4.38823 -0.2 0.8 0.7
H 0.26178 -3.54614 0.41432 -0.6 -0.3 -0.3
H 4.20350 -3.93056 -1.35114 0.1 -1.0 -0.1

***

(6)
52
Properties=species:S:1:pos:R:3:forces:R:3 method="wB97M-V/def2-TZVPD" orbital_gap_ha=0.2681 multiplicity=1 lumo_ha=-0.1718 total_charge=+1
P -0.23658 -0.92413 -2.88057 0.1 0.1 0.1
O -1.20514 -5.28642 3.58701 0.0 0.0 0.0
O -0.93246 -2.76692 0.34885 0.4 0.1 0.3
O 1.03468 -2.56978 -0.74107 0.1 -0.2 0.3
O 1.36594 4.54465 -0.24237 0.0 0.3 0.2
O -5.29906 -2.18184 4.85889 0.0 0.0 0.0
O -0.21025 0.38914 -3.80588 0.0 0.1 0.1
O 1.07012 -1.66708 -3.43984 -0.1 0.0 0.0
O 3.99036 7.32507 -3.89381 0.0 0.0 0.1
N 0.53884 2.00121 -0.66040 -0.3 0.0 0.1
N -1.60997 -1.55420 -2.73649 0.5 -0.3 0.0
C 0.31550 -0.22694 -1.23677 -0.3 0.1 -0.3
C 1.98843 5.23049 -1.04681 0.0 -0.1 -0.2
C 2.58514 6.53294 -0.72020 -0.1 -0.1 0.1
C -0.94070 0.22788 -0.43986 0.2 0.1 0.4
C 0.98322 1.10011 -1.44187 -0.3 0.0 -0.2
C -4.36774 -2.89801 4.56885 0.0 0.0 0.0
C 1.31093 -1.19077 -0.54837 -0.1 0.2 -0.1
C -2.15292 -4.58716 3.88517 0.0 0.0 0.0
C -3.28766 -2.42263 3.66323 0.0 0.0 0.0
C -3.22883 -5.06688 4.78431 0.0 0.0 0.0
C -2.26305 -3.20871 3.35080 0.0 0.0 0.0
C -0.39744 1.42093 0.33458 0.5 -0.4 0.3
C -4.25582 -4.28240 5.10120 0.0 0.0 0.0
C 3.24048 7.21423 -1.65924 0.0 0.0 0.0
C 2.14593 4.71319 -2.41402 -0.2 -0.2 -0.3
C 3.39577 6.69866 -3.05246 0.0 -0.1 0.0
C 0.17053 -3.19176 0.17478 0.0 0.1 -0.3
C 0.77538 -4.40474 0.80881 -0.2 -0.2 -0.2
C 2.78595 5.37197 -3.37189 0.1 0.3 0.2
H 0.50175 -4.43630 1.86411 0.0 0.0 0.0
H 0.78661 3.01233 -0.68114 0.4 0.0 0.3
H -3.12393 -6.07682 5.15945 0.0 0.0 0.0
H -1.33839 -0.52290 0.23364 0.0 -0.2 -0.2
H -1.46478 -2.90783 2.68686 0.0 0.1 0.0
H 2.29237 -1.03606 -0.99887 0.0 -0.1 0.0
H 1.84911 -4.45993 0.66129 0.0 0.1 0.0
H 0.31778 -5.28559 0.35108 0.0 0.0 0.0
H -1.07386 2.13017 0.80024 -0.2 0.2 -0.5
H 1.64792 3.76547 -2.58314 0.1 0.0 -0.2
H 1.72623 1.33282 -2.19433 0.1 0.0 0.1
H 1.40687 -0.96699 0.51892 -0.1 0.0 0.0
H 2.90243 5.01229 -4.38541 0.0 0.0 0.0
H 0.60070 0.52844 -4.30837 0.0 -0.2 -0.2
H -5.05609 -4.60272 5.75595 0.0 0.0 0.0
H -1.75558 -2.50526 -3.04434 -0.3 0.1 0.0
H 1.17079 -2.55310 -3.06234 0.1 0.0 0.0
H -3.39853 -1.41503 3.28291 0.0 0.0 0.0
H 3.69406 8.17767 -1.46513 0.0 0.0 0.0
H 0.25340 1.05368 1.13519 -0.1 0.1 0.1
H -1.70852 0.52372 -1.15422 -0.1 0.0 0.2
H 2.46006 6.89187 0.29309 0.0 0.0 0.0